(1)
14
Properties=species:S:1:pos:R:3:nbo_charge:R:1 method="wB97M-V/def2-TZVPD" homo_lumo_gap_ev="7.8 / 7.8" homo_energy_ha="-0.2994 / -0.2994"
C -1.097 0.760 0.570 -0.57
C -0.363 0.250 -0.710 -0.28
C 1.072 0.714 -0.347 -0.53
C 1.271 -0.144 0.893 0.08
C 0.693 -1.419 0.450 -0.40
C -0.192 -1.231 -0.555 -0.06
H -1.997 0.197 0.826 0.21
H -1.291 1.833 0.540 0.21
H -0.818 0.582 -1.654 0.22
H 1.139 1.799 -0.207 0.21
H 1.829 0.393 -1.072 0.24
H -0.383 0.610 1.413 0.23
H 0.883 -2.356 0.963 0.22
H -0.745 -1.989 -1.110 0.22

***

(2)
14
Properties=species:S:1:pos:R:3:nbo_charge:R:1 method="wB97M-V/def2-TZVPD" homo_lumo_gap_ev=10.9 homo_energy_ha=-0.3593
C -0.522 2.876 0.419 -0.25
C -0.161 1.727 0.409 0.00
C 0.221 0.321 0.454 -0.30
C -0.901 -0.743 0.321 -0.38
C 0.003 -1.555 -0.633 -0.40
C 0.964 -0.347 -0.738 -0.38
H -0.809 3.901 0.498 0.23
H 0.783 0.164 1.377 0.23
H -1.185 -1.224 1.260 0.21
H -1.797 -0.346 -0.165 0.21
H 0.465 -2.425 -0.156 0.20
H -0.465 -1.879 -1.566 0.21
H 0.868 0.205 -1.675 0.21
H 2.024 -0.551 -0.564 0.21

***

Q: Which ΔE to the lowest compared entry with this formula, charge and spin values were calculated for the entries above? A: 3.616 1.695, in eV.